No. 1
Here is an isolated molecule of C2HN3O2 from OMol25. Energies are from the ωB97M-V functional and the def2-TZVPD basis.

Each line ends with the Mulliken charge.
Geometry (Å):
O -2.447 -1.408 0.441  -0.364
C -1.651 -0.563 0.324  0.579
N -1.142 0.542 0.368  0.214
N -0.261 1.413 0.032  -0.291
N 0.916 1.186 -0.210  -0.237
C 1.407 -0.146 -0.312  0.174
O 1.355 -0.716 -1.349  -0.416
H 1.823 -0.309 0.704  0.341

Summary:
ΔE to the lowest compared entry with this formula, charge and spin = 424.91 kJ/mol
orbital gap = 0.352 hartree
E_HOMO = -10.01 eV
LUMO energy = -0.4 eV

---

No. 2
Here is an isolated molecule of C2HN3O2 from OMol25. Energies are from the ωB97M-V functional and the def2-TZVPD basis.

Each line ends with the Mulliken charge.
Geometry (Å):
N 0.972 0.973 -2.089  -0.324
C 0.341 0.865 -1.158  0.419
N -0.361 0.844 -0.015  -0.027
O 0.405 0.998 1.161  -0.370
N -1.002 -0.680 0.091  -0.371
C -0.362 -1.721 0.011  0.622
O 0.001 -2.800 0.092  -0.316
H 0.006 1.522 1.906  0.366

Summary:
ΔE to the lowest compared entry with this formula, charge and spin = 532.98 kJ/mol
orbital gap = 0.389 hartree
E_HOMO = -11.28 eV
LUMO energy = -0.7 eV

---

No. 3
Here is a 2-piece molecular cluster, C2HN3O4 overall from OMol25. Energies are from the ωB97M-V functional and the def2-TZVPD basis.

Each line ends with the Mulliken charge.
Geometry (Å):
C 0.414 -0.115 0.187  -0.101
C -3.137 1.394 -0.389  0.700
N 0.249 0.982 -0.100  0.570
N 0.160 2.190 -0.165  -0.948
N -0.555 2.847 0.928  1.052
O -1.060 3.932 0.667  -0.516
O -2.802 0.357 -0.766  -0.379
O -0.642 2.177 1.897  -0.554
O -3.571 2.424 -0.157  -0.315
H 0.650 -1.120 0.232  0.490

Summary:
ΔE to the lowest compared entry with this formula, charge and spin = 306.94 kJ/mol
orbital gap = 0.360 hartree
E_HOMO = -9.96 eV
LUMO energy = -0.2 eV